Computed, not measured: a 8-piece molecular cluster, C33H43F22NO20S overall, with ωB97M-V with the def2-TZVPD basis set.

Cartesian coordinates (Å):
1 C -3.41391 -3.82177 -2.76710
2 C -3.03216 -5.28295 -3.06437
3 O -3.21420 -5.59754 -4.43756
4 C -1.65899 -5.66946 -2.52096
5 O -0.61891 -4.68541 -2.74579
6 S -0.33650 -4.58777 -4.34763
7 O -1.01858 -3.41223 -4.79379
8 O 1.34407 -4.17426 -4.29525
9 C 1.74129 -3.58031 -5.43036
10 O 1.31181 -3.89585 -6.50326
11 N 2.74667 -2.56504 -5.32405
12 C 2.27186 -1.27885 -5.03962
13 O 2.98775 -0.33249 -5.00224
14 F 0.96246 -1.14753 -4.85387
15 H -2.60688 -3.32474 -2.23851
16 H -3.65006 -3.29314 -3.68857
17 H -4.28308 -3.80178 -2.10632
18 H -3.75432 -5.88294 -2.50087
19 H -3.56298 -6.48649 -4.54044
20 H -1.36124 -6.66481 -2.86993
21 H -1.75953 -5.75347 -1.43568
22 H 3.18968 -2.51353 -6.23786
23 C 2.12044 2.05550 -2.90194
24 C 3.58691 2.42929 -2.91353
25 O 3.74930 3.85340 -3.12928
26 C 3.63137 4.60854 -2.05217
27 O 3.42118 4.21486 -0.94182
28 C 3.84882 6.08675 -2.41396
29 F 3.20047 6.42935 -3.53462
30 F 5.14904 6.34448 -2.61285
31 F 3.42048 6.89259 -1.43794
32 H 1.64115 2.39873 -3.81924
33 H 1.99798 0.97719 -2.82450
34 H 1.59327 2.52366 -2.06892
35 H 4.08916 1.93717 -3.74300
36 H 4.09162 2.12369 -1.99966
37 C 0.37738 1.04321 1.47604
38 C -0.60000 -0.04372 1.87005
39 O -1.67014 -0.06606 0.90379
40 C -1.44813 -0.72148 -0.21822
41 O -0.43946 -1.28781 -0.52993
42 C -2.72737 -0.71932 -1.06795
43 F -3.31399 0.48496 -1.10212
44 F -3.61916 -1.57975 -0.54513
45 F -2.50292 -1.09142 -2.32667
46 H -0.13092 2.00249 1.35535
47 H 1.14658 1.15183 2.22813
48 H 0.84902 0.80912 0.52300
49 H -1.05060 0.18372 2.83274
50 H -0.08751 -0.98232 1.95850
51 C -3.05661 -6.37556 4.72833
52 C -1.63136 -6.27010 4.23147
53 O -1.55037 -5.42379 3.06780
54 C -1.49744 -4.11990 3.29882
55 O -1.51126 -3.58792 4.36980
56 C -1.36622 -3.36047 1.96917
57 F -2.19856 -3.83557 1.03395
58 F -0.12218 -3.46392 1.48660
59 F -1.63863 -2.06090 2.12821
60 H -3.71600 -6.71234 3.92762
61 H -3.11858 -7.07993 5.55711
62 H -3.42564 -5.40804 5.06793
63 H -1.26914 -7.24632 3.91582
64 H -0.96032 -5.90886 5.00957
65 C 1.48877 5.94027 3.47776
66 C 0.15588 5.24617 3.65448
67 O 0.30365 4.02933 4.41198
68 C 0.33357 4.15697 5.72996
69 O 0.25148 5.17810 6.34671
70 C 0.44740 2.76711 6.38057
71 F 1.35433 2.00244 5.75648
72 F -0.72984 2.12689 6.32672
73 F 0.80494 2.86040 7.65856
74 H 2.21552 5.26115 3.02996
75 H 1.38027 6.81403 2.83609
76 H 1.89211 6.26337 4.43753
77 H -0.24220 4.94876 2.68638
78 H -0.57897 5.89825 4.12495
79 C -7.11110 -11.02102 0.01569
80 C -5.77512 -10.73363 -0.63346
81 O -5.92353 -9.82747 -1.74507
82 C -5.98000 -8.53906 -1.44408
83 O -5.92050 -8.06139 -0.34950
84 C -6.09035 -7.70925 -2.73434
85 F -6.96931 -8.23239 -3.59260
86 F -4.89521 -7.65502 -3.36126
87 F -6.46880 -6.46108 -2.48391
88 H -7.82282 -11.38974 -0.72347
89 H -6.99869 -11.76749 0.80102
90 H -7.53603 -10.11832 0.45422
91 H -5.35349 -11.64685 -1.04792
92 H -5.05679 -10.33820 0.08354
93 C 6.99764 2.93521 3.81720
94 C 6.00026 1.86051 4.19077
95 O 4.92886 1.79258 3.22997
96 C 5.17279 1.09164 2.13154
97 O 6.18795 0.51815 1.86660
98 C 3.92111 1.07900 1.24020
99 F 3.36207 2.28927 1.14863
100 F 2.98879 0.24476 1.72465
101 F 4.20085 0.67454 -0.00010
102 H 6.49530 3.89503 3.69208
103 H 7.75841 3.03273 4.59086
104 H 7.49086 2.70105 2.87400
105 H 5.53132 2.09653 5.14386
106 H 6.47828 0.88727 4.29417
107 C 1.41331 8.79996 -2.18068
108 C 0.48836 9.62230 -1.30972
109 O 1.06518 10.90835 -1.00950
110 C 0.91573 11.84522 -1.93518
111 O 0.35391 11.72244 -2.98352
112 C 1.54088 13.16341 -1.44632
113 F 2.73849 12.96320 -0.88196
114 F 0.75108 13.74401 -0.52999
115 F 1.70215 14.02150 -2.45007
116 H 2.38906 8.71835 -1.72055
117 H 1.00648 7.80186 -2.33475
118 H 1.55265 9.27110 -3.15427
119 H 0.34006 9.13017 -0.35028
120 H -0.49288 9.74484 -1.76694

E_HOMO   -10.237 eV
E_LUMO   0.2 eV
Multiplicity   1
Frontier orbital gap   0.3827 hartree
Relative energy (zero: lowest compared OMol25 entry of this formula, charge and spin)   0.0 kcal per mole


Computed, not measured: C20H35Cl2MgN2O2PSSb as an isolated structure, with ωB97M-V with the def2-TZVPD basis set.

Cartesian coordinates (Å):
1 Mg -0.21928 -0.33684 0.37138
2 Cl -5.22300 2.19617 5.08187
3 C -4.01199 1.38333 4.14397
4 C -3.61714 0.08562 4.51815
5 C -2.66686 -0.58921 3.80398
6 Cl -2.17715 -2.17818 4.28930
7 C -2.04872 -0.01976 2.65339
8 O -1.15107 -0.65616 1.99211
9 C -2.46732 1.29614 2.30941
10 C -1.91248 1.96615 1.17530
11 O -1.06655 1.51468 0.38219
12 C -3.44508 1.98068 3.06327
13 H -4.07034 -0.38073 5.38353
14 H -2.27257 2.98690 0.99434
15 H -3.74310 2.98296 2.77368
16 S 2.05287 -0.85146 1.41835
17 C 1.95705 0.64515 2.27067
18 N 1.13133 0.77492 3.30544
19 C 1.03516 1.97741 4.13288
20 C 1.34066 3.18298 3.26541
21 C 2.69159 2.98849 2.60335
22 N 2.69869 1.69325 1.91488
23 H 0.59684 -0.05023 3.53413
24 H 1.73996 1.91117 4.96355
25 H 0.03033 2.02892 4.54668
26 H 1.33481 4.09467 3.85988
27 H 0.57353 3.27276 2.49180
28 H 3.49478 3.02312 3.34084
29 H 2.87836 3.76497 1.86601
30 H 3.36848 1.51527 1.18427
31 C 3.11010 1.31961 -4.28603
32 C 2.31186 1.89561 -3.11636
33 Sb 1.11688 0.48644 -2.03015
34 C -0.54643 0.24139 -3.38555
35 C -0.29499 0.46589 -4.87873
36 C 2.19428 -1.34714 -2.39797
37 C 2.01693 -2.01532 -3.76344
38 H 3.70891 2.10676 -4.74991
39 H 2.46402 0.90284 -5.05733
40 H 3.79794 0.53693 -3.96165
41 H 1.61680 2.67244 -3.44213
42 H 2.97496 2.35498 -2.38332
43 H -1.30583 0.93598 -3.02063
44 H -0.92504 -0.76555 -3.19682
45 H 0.07957 1.47228 -5.07483
46 H -1.22112 0.35182 -5.44681
47 H 0.42529 -0.24329 -5.28394
48 H 1.88648 -2.02004 -1.59277
49 H 3.24458 -1.11655 -2.20528
50 H 0.96842 -2.21790 -3.98691
51 H 2.54819 -2.96994 -3.79643
52 H 2.40779 -1.40062 -4.57206
53 C -1.36461 -3.30848 -2.09798
54 P -1.20171 -2.58213 -0.43668
55 C -2.86211 -2.83551 0.26919
56 C -0.20302 -3.83002 0.44592
57 H -1.70298 -4.34243 -2.00909
58 H -0.40502 -3.29416 -2.61505
59 H -2.08912 -2.74883 -2.68948
60 H -3.17129 -3.86995 0.11355
61 H -3.58608 -2.17211 -0.20526
62 H -2.83671 -2.62243 1.33770
63 H -0.72082 -4.79055 0.45217
64 H -0.03321 -3.50301 1.47293
65 H 0.76535 -3.95012 -0.04288

E_HOMO   -10.810 eV
E_LUMO   -3.1 eV
Multiplicity   1
Net charge   +1
Frontier orbital gap   0.2834 hartree


Computed, not measured: a 2-piece molecular cluster, C4H5NO overall, with ωB97M-V with the def2-TZVPD basis set.

Cartesian coordinates (Å):
1 C 0.10116 0.03523 -1.79230
2 C -0.78302 -0.38491 -0.70559
3 C -1.60553 -0.73297 0.10232
4 C 0.38624 0.27345 2.24100
5 N 1.41337 0.57989 1.80390
6 O 2.49118 0.91255 1.37801
7 H 0.84135 -0.73301 -2.03526
8 H -0.52537 0.19984 -2.67378
9 H 0.63410 0.96499 -1.56905
10 H -2.35959 -1.03519 0.79503
11 H -0.59389 -0.07986 2.45573

E_HOMO   -9.690 eV
E_LUMO   0.9 eV
Multiplicity   1
Frontier orbital gap   0.3898 hartree
Relative energy (zero: lowest compared OMol25 entry of this formula, charge and spin)   115.1 kcal per mole


Computed, not measured: a 2-piece molecular cluster, C4H8OS overall, with ωB97M-V with the def2-TZVPD basis set.

Cartesian coordinates (Å):
1 C -1.20277 1.91543 0.29492
2 C -1.04790 0.68512 -0.18398
3 C 0.38371 -1.24344 -0.99951
4 C 0.17537 -0.08292 -0.08680
5 O -0.09046 -1.11122 1.70484
6 S 1.61803 0.84298 0.31851
7 H -2.12373 2.45550 0.16916
8 H -0.41185 2.42489 0.82274
9 H -1.86762 0.19183 -0.68927
10 H 1.16581 -1.90513 -0.63173
11 H -0.53267 -1.81664 -1.10250
12 H 0.68384 -0.86893 -1.98119
13 H 0.80753 -1.27900 1.99037
14 H 2.44269 -0.20849 0.37444

E_HOMO (alpha / beta)   -8.959 / -8.962 eV
E_LUMO (alpha / beta)   -0.3 / -0.3 eV
Multiplicity   1
Frontier orbital gap (alpha / beta)   0.3188 / 0.3189 hartree
Relative energy (zero: lowest compared OMol25 entry of this formula, charge and spin)   66.6 kcal per mole